An isolated molecule of C25H30N2O7, computed with ωB97M-V/def2-TZVPD.

The LUMO energy is -0.2 eV. Its structure (SMILES) is CCOc1ccc([C@H]2C(C(=O)c3ccco3)=C(O)C(=O)N2CCN2CCOCC2)cc1OCC. The total energy is -1606.79521 hartree. The calculation puts the energy above the lowest of the compared OMol25 structures with the same formula, charge and spin at 80.0 kcal per mole. The HOMO-LUMO gap comes out at 7.8315 eV. The HOMO energy is -8.06 eV. For the maximum force, the calculation gives 0.9 eV/A.

```
! wB97M-V def2-TZVPD RIJCOSX def2/J DEFGRID3
* xyz 0 1
O 3.505 -1.593 0.720
O -4.884 2.096 0.600
O -1.303 -3.189 0.714
O -1.355 -3.112 -2.159
O 6.151 -1.653 -0.006
O 4.536 2.360 -1.062
O 2.185 3.819 -0.819
N -2.297 2.297 -0.501
N 1.343 1.989 0.329
C -2.531 -3.752 -1.697
C -2.770 1.044 0.054
C -4.404 3.319 0.090
C 1.813 0.653 0.647
C -0.007 2.420 0.578
C 2.259 2.694 -0.353
C 0.973 -0.452 -1.449
C 4.045 -0.553 0.378
C 7.675 -0.038 0.063
C 3.484 1.847 -0.429
C -0.874 2.375 -0.707
C 0.159 -1.367 -2.082
C 7.449 -1.378 -0.082
C 6.406 0.547 0.230
C -3.642 -2.765 -1.352
C -4.294 1.010 -0.074
C 5.495 -0.482 0.172
C -0.636 -2.264 -1.373
C 0.220 -1.294 0.659
C -0.577 -2.248 0.036
C -2.255 -2.146 2.716
C -1.321 -3.200 2.127
C 3.256 0.668 0.189
C -2.882 3.415 0.215
C 0.993 -0.400 -0.065
H 6.198 1.584 0.382
H 0.277 -1.261 1.735
H 0.024 3.441 0.968
H -2.265 -2.231 3.799
H -3.818 -2.092 -2.189
H -4.893 4.105 0.668
H -2.612 3.410 1.285
H 1.755 0.485 1.730
H -4.564 1.040 -1.140
H -2.318 -4.400 -0.842
H -0.429 1.757 1.336
H 0.118 -1.419 -3.159
H 8.621 0.462 0.051
H -0.306 -3.101 2.529
H -4.557 -3.308 -1.135
H 1.583 0.224 -2.029
H -4.705 0.108 0.381
H -1.936 -1.144 2.443
H -0.583 1.498 -1.290
H 4.254 3.239 -1.389
H -2.832 -4.372 -2.546
H -3.266 -2.296 2.343
H 8.119 -2.200 -0.244
H -4.683 3.414 -0.970
H -0.664 3.268 -1.301
H -2.533 4.346 -0.234
H -1.692 -4.198 2.379
H -2.327 0.218 -0.506
H -3.371 -2.173 -0.482
H -2.510 0.933 1.122
*
```

Löwdin population analysis, charges in e, atoms 1 to 6: 0.13, -0.13, -0.07, -0.03, 0.08, 0.11

A structure of composition C25H30N5O2S6Ti in a non-equilibrium geometry, computed with ωB97M-V/def2-TZVPD.

The LUMO energy (alpha / beta) is 2.1 / 2.1 eV. The total energy is -4633.57474 hartree. The calculation puts the energy above the lowest of the compared OMol25 structures with the same formula, charge and spin at 34.1 kcal per mole. The HOMO-LUMO gap (alpha / beta) comes out at 5.3159 / 5.2826 eV. The HOMO energy (alpha / beta) is -3.23 / -3.19 eV. For the maximum force, the calculation gives 2.9 eV/A.

```
! wB97M-V def2-TZVPD RIJCOSX def2/J DEFGRID3
* xyz -1 1
Ti -0.282 0.014 0.541
S -1.581 1.132 -1.938
S -2.574 -0.725 1.893
S 0.879 -0.390 -1.714
S -0.669 -2.334 -0.178
S -4.252 1.559 2.939
S 2.113 2.048 0.203
O 0.660 2.029 -0.131
O -1.756 0.553 -0.568
N 1.353 -0.473 1.520
N -0.514 1.125 2.116
N -1.247 -4.965 -2.814
N -1.668 1.692 2.517
N 1.246 -2.285 -4.964
C -2.305 -0.147 -3.042
C 3.821 -0.564 2.848
C -2.688 0.899 2.404
C 2.281 -1.384 1.204
C -4.730 0.178 4.026
C -0.781 0.589 -4.907
C -0.625 -3.998 -2.741
C 2.417 3.630 -2.100
C 0.755 -2.510 -3.945
C 0.121 -1.948 -1.648
C 3.516 -1.469 1.825
C -1.709 4.128 -0.996
C 0.107 -2.806 -2.743
C 1.649 0.426 2.527
C -2.581 3.700 -2.169
C 5.145 3.082 -2.220
C 4.372 2.501 -1.239
C 0.590 1.297 2.832
C 3.194 4.203 -3.087
C 2.889 0.391 3.196
C 2.293 3.582 1.225
C 4.560 3.942 -3.148
C -2.219 0.301 -4.491
C 3.010 2.785 -1.168
C -3.055 2.271 -1.974
H -2.020 3.756 -3.107
H 3.072 1.106 3.984
H -5.810 0.161 4.122
H -3.740 1.961 -2.760
H -2.284 4.095 -0.072
H -0.864 3.449 -0.874
H -2.822 1.203 -4.645
H 2.011 -2.085 0.420
H 2.742 4.868 -3.810
H -2.640 -0.485 -5.125
H 1.611 3.504 2.064
H 1.357 3.820 -2.035
H -1.327 5.136 -1.142
H 3.321 3.627 1.568
H -3.446 4.366 -2.260
H -1.701 -1.040 -2.876
H -3.326 -0.337 -2.708
H 2.052 4.444 0.613
H -0.130 -0.254 -4.695
H -0.730 0.802 -5.972
H -3.524 2.127 -0.999
H 4.221 -2.225 1.515
H 4.804 1.831 -0.510
H 0.595 1.974 3.682
H -4.364 -0.728 3.549
H -4.271 0.314 5.002
H 4.766 -0.617 3.369
H 5.167 4.403 -3.914
H 6.205 2.878 -2.267
H -0.393 1.446 -4.362
*
```

Löwdin population analysis, charges in e, atoms 1 to 6: 0.54, 0.93, 0.61, 0.65, 0.65, 0.76

A cluster of 2 separate species, C25H30O8 in total in a non-equilibrium geometry, computed with ωB97M-V/def2-TZVPD.

The LUMO energy is -2.2 eV. The total energy is -1572.47367 hartree. The HOMO-LUMO gap comes out at 4.2389 eV. The HOMO energy is -6.46 eV. For the maximum force, the calculation gives 1.5 eV/A.

```
! wB97M-V def2-TZVPD RIJCOSX def2/J DEFGRID3
* xyz 0 1
O -5.018 0.814 3.697
O 0.678 2.066 -3.699
O -0.222 -1.473 -2.294
O 4.207 -2.722 1.223
O 1.744 0.341 -2.685
O -1.667 -0.737 -0.704
O -2.649 1.764 -1.762
O -0.817 3.090 -1.635
C -0.872 -0.504 -1.611
C -2.005 2.102 2.138
C 0.640 -3.666 -2.192
C 4.141 -3.984 1.921
C -1.435 1.892 -1.778
C 1.153 0.122 1.517
C 3.566 -0.798 -3.666
C 0.686 1.167 -2.870
C -1.821 -0.321 2.243
C -0.464 0.830 -2.015
C 2.139 -1.971 2.328
C -1.210 0.931 1.941
C 2.795 0.490 -3.674
C -3.262 2.030 2.677
C -0.925 5.445 -1.648
C 1.160 -1.001 2.402
C -3.058 -0.404 2.847
C 0.099 1.061 1.422
C -1.743 4.190 -1.545
C -3.801 0.782 3.087
C 3.337 -0.589 0.697
C 3.234 -1.794 1.441
C -5.538 -0.408 4.268
C -0.588 -2.839 -1.958
C 2.313 0.319 0.710
H -2.470 4.122 -2.365
H 5.063 -4.489 1.630
H 4.112 -3.839 3.011
H 3.419 1.346 -3.387
H -6.505 -0.112 4.677
H 1.426 -3.383 -1.486
H -1.301 -1.238 1.971
H -2.282 4.135 -0.587
H -0.414 5.481 -2.614
H 0.434 -4.727 -2.050
H 2.918 -1.615 -3.999
H -1.585 3.069 1.860
H 2.067 -2.870 2.948
H -1.412 -3.132 -2.620
H -5.669 -1.178 3.494
H 0.368 -1.098 3.144
H -3.878 2.914 2.827
H -0.187 5.496 -0.844
H 2.341 0.680 -4.654
H 3.269 -4.566 1.587
H 2.375 1.216 0.096
H -0.917 -2.888 -0.914
H 4.237 -0.436 0.106
H -1.566 6.324 -1.576
H 1.007 -3.514 -3.210
H -3.456 -1.384 3.127
H 3.938 -1.023 -2.663
H 4.417 -0.752 -4.349
H -4.883 -0.779 5.071
H 0.337 2.013 0.946
*
```

Löwdin population analysis, charges in e, atoms 1 to 6: -0.07, 0.07, -0.02, -0.07, -0.04, 0.04

A cluster of 2 separate species, C25H31BN3 in total in a non-equilibrium geometry, computed with ωB97M-V/def2-TZVPD.

The LUMO energy is -3.8 eV. The total energy is -1160.10875 hartree. The calculation puts the energy above the lowest of the compared OMol25 structures with the same formula, charge and spin at 0.0 kcal per mole. The HOMO-LUMO gap comes out at 5.7975 eV. The HOMO energy is -9.64 eV. For the maximum force, the calculation gives 1.8 eV/A.

```
! wB97M-V def2-TZVPD RIJCOSX def2/J DEFGRID3
* xyz 1 1
N 2.725 -0.632 7.765
N -4.934 0.327 6.651
N -0.109 5.603 5.368
C 3.006 0.799 6.030
C 0.342 6.864 5.331
C 1.509 -0.100 7.457
C -1.910 7.691 5.164
C -0.853 1.013 5.928
C 5.707 0.088 5.650
C 5.062 0.965 4.770
C -1.331 0.926 7.223
C 3.004 -1.641 8.759
C -0.541 7.903 5.236
C -1.446 5.362 5.240
C 0.568 1.528 5.649
C -5.915 0.797 5.695
C -1.964 3.960 5.184
C -5.469 -0.114 7.921
C 3.675 -0.102 6.898
C 1.788 7.075 5.391
C -3.588 0.462 6.435
C -2.359 6.392 5.166
C -3.051 0.448 5.122
C -1.725 0.722 4.878
C -2.672 0.632 7.492
C 1.625 0.808 6.408
C 3.720 1.331 4.957
C 5.010 -0.449 6.752
B 1.002 4.629 5.508
H -3.425 6.147 5.106
H 6.757 -0.166 5.493
H 4.082 -1.848 8.772
H 2.317 6.662 4.533
H -6.475 -0.048 5.268
H -1.850 3.470 6.163
H -4.791 -0.832 8.381
H 0.800 1.460 4.601
H 1.986 8.139 5.405
H 3.209 2.013 4.274
H -1.465 3.377 4.398
H 2.242 6.657 6.285
H -1.325 0.695 3.858
H 1.608 4.600 6.529
H 5.502 -1.095 7.480
H -3.710 0.231 4.299
H -5.618 0.726 8.610
H 0.637 -0.476 7.934
H -3.048 3.986 4.956
H 1.455 4.172 4.505
H -6.624 1.461 6.210
H 2.691 -1.297 9.749
H -0.120 8.891 5.234
H -6.434 -0.590 7.743
H -3.042 0.590 8.517
H -0.666 1.045 8.073
H -5.427 1.357 4.891
H -2.609 8.512 5.105
H 2.477 -2.584 8.554
H 0.612 2.617 5.854
H 5.628 1.367 3.920
*
```

Löwdin population analysis, charges in e, atoms 1 to 6: -0.10, -0.21, 0.08, -0.14, -0.25, 0.00

A structure of composition C25H31ClN2O5P2STeTi in a non-equilibrium geometry, computed with ωB97M-V/def2-TZVPD.

The LUMO energy (alpha / beta) is 1.7 / 1.7 eV. The expectation value of S² is 0.753. The total energy is -4115.93054 hartree. The calculation puts the energy above the lowest of the compared OMol25 structures with the same formula, charge and spin at 32.5 kcal per mole. The HOMO-LUMO gap (alpha / beta) comes out at 5.3273 / 5.3185 eV. The HOMO energy (alpha / beta) is -3.63 / -3.63 eV. For the maximum force, the calculation gives 1.7 eV/A.

```
! wB97M-V def2-TZVPD RIJCOSX def2/J DEFGRID3
* xyz -1 2
Te 4.310 0.851 -0.039
Ti -0.110 0.176 -0.819
Cl -0.600 0.691 -3.118
S -1.191 3.589 0.400
P 1.592 -1.377 -2.107
P 2.507 2.229 -0.622
O 0.537 -0.740 0.958
O -2.265 -3.546 -1.169
O 2.625 2.755 -2.116
O 2.497 3.597 0.186
O 1.096 1.634 -0.465
N -0.831 -1.903 -0.366
N -2.281 0.787 -0.115
C 1.596 3.668 -2.586
C -0.157 -1.759 0.790
C 2.537 -2.584 -1.117
C 0.042 -3.168 2.992
C -2.469 0.202 2.229
C -2.041 1.088 1.211
C -1.312 -5.177 2.908
C -3.384 -0.818 1.858
C -3.167 -0.137 -0.424
C 1.950 4.984 2.048
C -0.986 2.441 2.877
C -1.286 1.493 3.853
C 2.215 3.568 1.599
C -3.803 -0.926 0.571
C -3.507 -0.387 -1.863
C -1.555 -3.089 -0.305
C -1.394 2.331 1.540
C -2.057 0.390 3.562
C -1.750 -4.879 1.619
C -1.276 -3.722 1.044
C -0.433 -4.337 3.583
C 1.568 3.603 -4.093
C 2.834 -0.634 -3.206
C -0.398 -2.893 1.717
C 0.683 -2.457 -3.263
H -0.468 3.349 3.163
H 1.054 5.360 1.556
H 3.288 -1.403 -3.836
H -3.140 -1.365 -2.182
H 2.540 3.864 -4.513
H 3.601 -0.136 -2.612
H -4.594 -0.392 -1.967
H 2.799 5.628 1.819
H 1.856 4.666 -2.225
H 1.844 -3.250 -0.599
H -0.117 -4.597 4.585
H -3.083 0.382 -2.501
H -0.944 1.659 4.868
H 1.358 -3.203 -3.691
H 1.291 2.601 -4.420
H 0.633 3.380 -2.158
H -3.767 -1.478 2.629
H -2.374 -0.308 4.327
H 0.821 4.300 -4.473
H -0.141 -2.956 -2.756
H 0.267 -1.837 -4.056
H 0.717 -2.499 3.507
H 3.134 -2.045 -0.382
H -1.663 -6.076 3.398
H 1.337 2.940 1.764
H 3.189 -3.184 -1.754
H 3.081 3.127 2.102
H -4.541 -1.659 0.271
H 1.782 5.001 3.127
H -2.438 -5.523 1.088
H 2.338 0.108 -3.830
*
```

Löwdin population analysis, charges in e, atoms 1 to 6: 0.41, 0.68, 0.07, 0.54, 0.75, 0.09

A cluster of 2 separate species, C25H31F9N3O11S in total in a non-equilibrium geometry, computed with ωB97M-V/def2-TZVPD.

The LUMO energy is -4.7 eV. The total energy is -3259.78719 hartree. The calculation puts the energy above the lowest of the compared OMol25 structures with the same formula, charge and spin at 0.0 kcal per mole. The HOMO-LUMO gap comes out at 6.6241 eV. The HOMO energy is -11.36 eV. For the maximum force, the calculation gives 1.5 eV/A.

```
! wB97M-V def2-TZVPD RIJCOSX def2/J DEFGRID3
* xyz 1 1
S 2.337 3.903 -0.405
F 0.029 -3.486 1.411
F -1.129 -5.037 -0.726
F 2.748 -5.425 0.611
F 1.865 5.165 -2.651
F 2.669 -3.507 -0.400
F 1.482 3.026 -2.730
F 0.392 -5.590 1.127
F 0.108 4.324 -1.682
F 0.779 -4.893 -1.726
O -3.323 1.183 -2.390
O 3.675 -4.129 2.623
O 2.281 -2.421 2.259
O 3.181 2.565 -0.734
O -1.480 1.858 -3.480
O 3.365 1.440 1.193
O 3.200 5.002 -0.225
O 1.376 3.617 0.608
O 3.246 -1.621 -4.601
O -2.098 2.061 3.222
O -1.456 -2.764 -1.844
N 0.371 -1.715 -0.954
N 1.268 -0.445 -4.400
N -2.553 0.537 5.643
C 1.979 0.408 -0.335
C 1.471 -1.474 -1.719
C 0.815 0.188 0.378
C -0.457 -2.898 -1.259
C -2.289 0.011 0.697
C -2.606 3.388 3.236
C -2.831 -0.049 -1.841
C 2.191 -1.453 -4.064
C -1.037 1.814 4.130
C 2.711 -3.476 1.941
C 0.656 -4.379 0.620
C 2.292 -0.405 -1.414
C -1.473 1.526 5.574
C 0.003 -0.889 0.062
C 1.791 -2.355 -2.898
C 1.379 4.134 -1.998
C -3.315 -0.262 -0.408
C -1.238 -1.104 0.871
C 0.294 -0.916 -5.416
C 2.209 -4.204 0.668
C 2.874 1.502 0.132
C -0.002 -4.324 -0.795
C 1.933 0.793 -4.792
C -2.357 2.066 -2.704
C -1.895 2.773 6.344
H -2.432 3.022 -2.180
H -0.306 2.632 4.090
H 3.184 -0.201 -1.982
H -3.659 -1.288 -0.305
H 0.908 -2.896 -3.232
H -1.746 -0.087 -1.901
H 2.528 0.699 -5.699
H -2.834 0.074 1.632
H -3.035 3.586 2.254
H -1.683 -2.082 0.728
H -1.195 3.594 6.183
H -2.238 -0.338 5.234
H -0.603 1.105 6.086
H -3.181 -0.869 -2.457
H 2.586 1.130 -3.994
H 0.468 -1.959 -5.669
H -0.707 -0.866 -4.996
H -1.816 4.117 3.428
H -1.807 0.979 0.588
H -4.160 0.404 -0.261
H 4.527 -3.783 2.318
H -3.300 0.847 5.028
H -2.892 3.111 6.063
H -3.400 3.499 3.976
H 0.573 0.836 1.205
H 1.187 1.564 -4.951
H -1.919 2.560 7.412
H -0.533 0.918 3.749
H -0.908 -1.057 1.906
H 0.331 -0.311 -6.312
H 2.632 -3.002 -2.699
*
```

Löwdin population analysis, charges in e, atoms 1 to 6: 0.74, 0.15, 0.18, 0.17, 0.19, 0.14

An isolated molecule of C25H31N3O3, computed with ωB97M-V/def2-TZVPD.

The LUMO energy is 0.5 eV. Its structure (SMILES) is COc1ccc(C(=O)N2CCC(C(=O)N3CCN(Cc4ccccc4)CC3)CC2)cc1. The total energy is -1361.25333 hartree. The calculation puts the energy above the lowest of the compared OMol25 structures with the same formula, charge and spin at 29.4 kcal per mole. The HOMO-LUMO gap comes out at 9.0347 eV. The HOMO energy is -8.51 eV. For the maximum force, the calculation gives 0.5 eV/A.

```
! wB97M-V def2-TZVPD RIJCOSX def2/J DEFGRID3
* xyz 0 1
O -1.250 0.659 -8.489
O 0.794 -2.431 1.281
O -1.845 -3.525 -3.788
N 1.668 -0.388 1.574
N 2.458 1.138 3.822
N -1.068 -1.798 -2.568
C 2.393 -0.309 3.904
C -1.149 -2.569 -1.339
C 1.101 0.524 6.796
C -1.353 -0.007 -7.305
C -2.220 -0.408 -5.101
C -1.454 -2.372 -3.730
C -2.211 0.339 -6.267
C 2.473 1.807 5.117
C 1.441 1.630 2.915
C 0.764 -1.239 1.036
C -1.027 2.265 6.512
C -0.509 -0.469 -2.458
C -1.138 1.175 7.358
C -0.246 -0.661 0.043
C 0.477 -0.419 -1.294
C -1.388 -1.507 -4.950
C -1.410 -1.647 -0.159
C 1.221 1.611 5.938
C -0.069 0.307 7.501
C 1.697 1.053 1.518
C -0.548 -1.864 -6.001
C 2.645 -0.898 2.517
C -0.520 -1.119 -7.159
C 0.145 2.480 5.807
C -2.088 1.765 -8.715
H 2.630 2.873 4.924
H -1.957 -3.293 -1.463
H 1.935 -0.153 6.920
H -3.145 1.483 -8.680
H 1.413 -0.661 4.271
H 3.340 1.425 5.662
H -1.854 2.951 6.401
H -1.901 2.567 -7.993
H -1.526 -2.255 0.738
H 1.507 2.719 2.872
H -2.878 1.182 -6.354
H 0.132 -1.380 -7.977
H 0.985 0.547 -1.293
H -1.304 0.272 -2.291
H 0.422 1.349 3.238
H -0.653 0.277 0.429
H -2.338 -1.098 -0.328
H 1.234 -1.191 -1.444
H 0.084 -2.734 -5.900
H -1.844 2.120 -9.715
H 2.695 1.363 1.188
H 0.961 1.443 0.819
H -0.221 -3.127 -1.170
H 3.168 -0.657 4.589
H -2.901 -0.137 -4.307
H -2.052 1.006 7.907
H -0.002 -0.213 -3.392
H 3.645 -0.611 2.176
H 2.558 -1.984 2.539
H 0.228 3.338 5.155
H -0.146 -0.541 8.166
*
```

Löwdin population analysis, charges in e, atoms 1 to 6: -0.08, 0.06, 0.07, -0.04, -0.16, -0.04

Question: Which value of maximum force does entry 2 give?
Answer: 2.9 eV/A